A molecular structure, C18H25BF4MnN4O. Source: OMol25; level of theory: ωB97M-V with the def2-TZVPD basis set.

Net charge: +1
Maximum force (eV/Å): 0.6
Relative energy (zero: lowest compared OMol25 entry of this formula, charge and spin) (eV): 0.0226
Lowest unoccupied orbital energy (alpha / beta) (eV): -4.07 / -3.14
Spin multiplicity: 5
<S²>: 6.06

Positions of all 54 atoms, in Å:
H (-0.385, 1.140, 3.729)
C (3.973, 2.427, 0.130)
H (2.449, -1.585, 0.913)
F (0.015, -2.507, -1.384)
H (0.869, 3.724, 0.119)
H (1.818, 0.021, -2.924)
H (-2.420, -1.530, 1.026)
H (1.140, -1.767, 3.855)
F (1.229, -4.569, -1.423)
C (3.673, 1.125, -0.243)
H (-4.948, 2.749, 0.337)
C (2.708, -1.674, -0.137)
Mn (0.019, -0.801, -0.655)
N (2.025, -0.599, -0.910)
F (-1.063, -4.615, -1.740)
H (4.998, 2.721, 0.314)
H (4.473, 0.404, -0.362)
C (-0.055, -0.543, 2.612)
N (-0.304, 0.752, 2.806)
H (-0.157, -0.935, 4.739)
H (3.146, 4.359, 0.528)
H (-3.744, -1.626, -0.157)
O (0.049, -1.010, 1.465)
C (1.615, 2.962, 0.023)
H (-2.311, -2.641, -0.355)
H (-4.432, 0.400, -0.233)
H (-3.107, 4.412, 0.361)
H (-1.848, -0.034, -2.868)
H (-3.427, -0.689, -2.400)
H (-2.038, -1.788, -2.594)
N (-2.000, -0.611, -0.835)
C (-2.328, 0.757, -0.412)
C (-1.258, 1.658, -0.353)
H (2.014, -1.738, -2.693)
C (-3.632, 1.130, -0.173)
C (1.293, 1.652, -0.333)
H (3.409, -0.645, -2.513)
C (0.103, -1.432, 3.807)
C (2.936, 3.333, 0.252)
C (-3.928, 2.450, 0.136)
C (-2.350, -0.796, -2.275)
B (-0.007, -4.247, -0.994)
C (-2.897, 3.370, 0.158)
H (-0.402, 1.365, 2.009)
F (-0.194, -4.156, 0.346)
C (2.335, -0.753, -2.362)
H (-0.517, -2.317, 3.671)
H (-0.840, 3.764, -0.103)
C (-1.580, 2.991, -0.088)
H (2.383, -2.639, -0.517)
H (3.787, -1.598, -0.257)
N (0.017, 1.090, -0.563)
C (2.363, 0.758, -0.460)
C (-2.665, -1.669, -0.022)